Here is a cluster of 5 separate species, H9O4S in total at a distorted geometry from the OMol25 dataset. Energies are from ωB97M-V/def2-TZVPD.

Each line ends with the Mulliken charge.
Positions of all 14 atoms, in Å:
S -0.47714 0.47692 0.26144  -0.8742
H 0.18581 1.31760 1.06472  0.0478
H -0.15598 -2.90817 2.04393  0.3128
H 0.16111 -1.42631 1.92789  0.2636
O 0.32821 -2.20561 2.48345  -0.6610
H -2.85441 0.99251 -2.61087  0.2886
H -1.87817 0.64378 -1.52482  0.2542
O -2.44443 0.21768 -2.19876  -0.6057
H 2.78369 -2.74321 -0.90198  0.2990
H 2.41200 -2.01285 0.43495  0.3631
O 3.09968 -2.12244 -0.23934  -0.6484
H 0.24237 3.67155 -0.36006  0.3248
H -0.68768 2.55041 -0.16170  0.2361
O -0.71506 3.54816 -0.21883  -0.6007

- Highest occupied orbital energy: -3.855 eV
- Total energy: -704.602526 hartree
- Energy above the lowest of the compared OMol25 structures with the same formula, charge and spin: 0.8989 eV
- Total charge: -1
- Orbital gap: 7.47 eV

---

Here is a cluster of 5 separate species, H9O5 in total at a distorted geometry from the OMol25 dataset. Energies are from ωB97M-V/def2-TZVPD.

Each line ends with the Mulliken charge.
Positions of all 14 atoms, in Å:
O -1.56948 0.12775 -1.05617  -0.7634
H -1.94603 -0.60045 -0.53728  0.3046
O -1.44970 2.24778 0.86206  -0.6996
H -0.40185 2.25322 0.90019  0.2969
H -1.75134 1.45257 0.27770  0.4089
O 0.94924 0.26616 -0.54395  -1.1155
H 1.54328 0.97120 -0.44707  0.1453
H -0.58885 0.01628 -0.77623  0.3950
O 0.79185 -2.26560 -1.28365  -0.6532
H -0.12899 -2.40278 -1.40858  0.2628
H 0.84305 -1.43804 -0.83831  0.4165
O 1.48729 -0.49235 1.88419  -0.7345
H 0.71782 0.06970 2.08843  0.2657
H 1.50373 -0.20545 0.87867  0.4705

- Highest occupied orbital energy: -5.208 eV
- Total energy: -381.632551 hartree
- Energy above the lowest of the compared OMol25 structures with the same formula, charge and spin: 0.8241 eV
- Total charge: -1
- Orbital gap: 9.27 eV

---

Here is a structure of composition H9O6V at a distorted geometry from the OMol25 dataset. Energies are from ωB97M-V/def2-TZVPD.

Each line ends with the Mulliken charge.
Positions of all 16 atoms, in Å:
V 13.54400 -6.10724 18.71413  0.7059
O 15.00142 -4.78953 17.83748  -0.8404
H 14.85080 -4.18862 17.08200  0.1199
O 11.81317 -4.96256 18.10076  -0.8205
H 11.05229 -5.32070 17.60344  0.0960
O 15.30776 -7.25066 19.21046  -0.7575
H 15.61294 -7.72221 20.00985  0.0817
O 12.96481 -7.60345 17.04064  -0.4174
H 12.16570 -7.52218 16.52001  0.2498
H 13.41342 -8.36556 16.67434  0.2473
O 13.91553 -5.12094 20.67049  -0.3246
H 14.57154 -5.51201 21.24751  0.2605
H 13.56267 -4.38581 21.17178  0.2226
O 12.43294 -7.33968 20.14517  -0.3261
H 12.77190 -8.02254 20.72400  0.2441
H 11.48939 -7.33515 20.30618  0.2586

- Highest occupied orbital energy (alpha / beta): -1.229 / -2.971 eV
- 2S+1: 4
- Total energy: -1400.848405 hartree
- Energy above the lowest of the compared OMol25 structures with the same formula, charge and spin: 0.0000 eV
- Total charge: -1
- Orbital gap (alpha / beta): 4.13 / 5.83 eV

---

energy above the lowest of the compared OMol25 structures with the same formula, charge and spin of number 3 (H9O6V)? 0.0000 eV